This record from the OMol25 dataset describes one molecule with the formula C18H28N2O5S. The level of theory is ωB97M-V/def2-TZVPD.

E_LUMO = 0.5 eV
HOMO level = -8.12 eV
energy = -43173.1750 eV
SMILES = CCOc1ccc(CNC(=O)C2CCN(S(=O)(=O)CC)CC2)cc1OC
relative energy (zero: lowest compared OMol25 entry of this formula, charge and spin) = 9.8 kcal per mole
spin multiplicity = 1
F_max = 0.94 eV/Å
molecular weight = 384.5 g mol⁻¹

Last column: natural (NBO) charge in e.
Geometry (Å):
C 5.236 3.463 1.219  -0.639
C 4.916 3.206 -0.251  -0.062
H 5.626 3.745 -0.884  0.195
H 3.904 3.555 -0.497  0.167
O 5.084 1.853 -0.618  -0.497
C 4.167 0.928 -0.229  0.325
C 2.952 1.190 0.383  -0.295
C 2.089 0.157 0.715  -0.217
C 2.424 -1.156 0.442  -0.048
C 3.638 -1.432 -0.181  -0.294
C 4.514 -0.414 -0.513  0.254
O 5.723 -0.587 -1.115  -0.481
C 6.140 -1.894 -1.418  -0.250
H 5.462 -2.380 -2.128  0.173
H 6.225 -2.511 -0.517  0.175
H 7.122 -1.790 -1.876  0.202
H 3.893 -2.459 -0.392  0.215
C 1.458 -2.262 0.777  -0.248
N 0.244 -2.141 -0.010  -0.603
C -0.923 -1.714 0.516  0.690
O -1.093 -1.540 1.705  -0.641
C -2.013 -1.437 -0.517  -0.299
C -1.973 0.064 -0.836  -0.409
C -3.123 0.437 -1.774  -0.227
N -4.402 0.006 -1.275  -0.691
S -5.416 1.102 -0.563  2.314
O -5.197 2.349 -1.239  -0.954
O -6.729 0.528 -0.583  -0.948
C -4.931 1.358 1.189  -0.645
C -5.699 0.442 2.112  -0.623
H -5.378 -0.590 2.001  0.209
H -5.556 0.738 3.150  0.221
H -6.757 0.496 1.869  0.239
H -5.168 2.403 1.366  0.246
H -3.856 1.218 1.250  0.228
C -4.495 -1.383 -0.910  -0.226
C -3.385 -1.808 0.052  -0.416
H -3.438 -2.885 0.217  0.220
H -3.494 -1.316 1.019  0.221
H -4.431 -1.984 -1.827  0.193
H -5.484 -1.526 -0.475  0.239
H -2.961 -0.032 -2.753  0.192
H -3.191 1.516 -1.912  0.249
H -2.052 0.624 0.098  0.208
H -1.022 0.327 -1.304  0.219
H -1.825 -2.009 -1.431  0.200
H 0.353 -2.172 -1.012  0.393
H 1.145 -2.198 1.823  0.247
H 1.909 -3.241 0.594  0.198
H 1.149 0.379 1.197  0.220
H 2.659 2.202 0.610  0.217
H 4.557 2.914 1.867  0.212
H 5.149 4.524 1.434  0.215
H 6.251 3.140 1.434  0.216